No. 1
{"formula": "C3H3N3S", "method": "the ωB97M-V functional and the def2-TZVPD basis", "species": ["S", "N", "C", "C", "N", "C", "N", "H", "H", "H"], "coordinates": [[-0.897105, 1.970207, -2.392099], [-0.036797, 1.945144, -1.043690], [0.093262, 0.810098, -0.363555], [-0.472502, -0.466552, -0.569986], [-0.104517, -1.131594, 0.556382], [0.764532, -0.328605, 1.290172], [0.906348, 0.843231, 0.830400], [-1.238087, -0.837854, -1.227690], [-0.213528, -2.136029, 0.703475], [1.198394, -0.668047, 2.216591]], "atomic_forces_ev_per_a": [[0.45, 0.11, 0.62], [-0.69, 1.07, -1.67], [0.70, -1.09, 1.06], [0.36, 1.43, 1.74], [0.74, -1.01, -0.02], [-0.45, -1.43, 0.90], [-1.33, 0.49, -2.36], [0.26, 0.06, -0.25], [-0.06, 0.64, 0.00], [0.04, -0.26, -0.01]], "lowdin_charge": [0.61, -0.43, -0.49, -0.04, 0.05, -0.22, 0.13, 0.11, 0.16, 0.12], "multiplicity": 1, "smiles": "S=Nc1c[nH]cn1", "de_lowest_kj_mol": 177.20, "orbital_gap_ev": 6.812}

No. 2
{"formula": "C12H30FFeO8P2", "method": "the ωB97M-V functional and the def2-TZVPD basis", "species": ["Fe", "F", "C", "C", "O", "P", "O", "O", "C", "C", "O", "C", "C", "H", "H", "H", "H", "H", "H", "H", "H", "H", "H", "H", "H", "H", "H", "H", "C", "C", "O", "P", "O", "O", "C", "C", "O", "C", "C", "H", "H", "H", "H", "H", "H", "H", "H", "H", "H", "H", "H", "H", "H", "H"], "coordinates": [[-0.585774, -2.559233, -0.170269], [0.135196, -2.078204, 1.417853], [-6.075228, -0.827072, 1.106382], [-4.749892, -1.154613, 0.479372], [-4.092081, 0.037155, -0.031674], [-2.550721, 0.237539, 0.142527], [-1.693710, -0.962661, -0.177180], [-2.246692, 1.398055, -0.834132], [-3.180280, 2.517133, -0.980715], [-2.500796, 3.598424, -1.784929], [-2.370433, 0.832416, 1.573142], [-2.213716, -0.004039, 2.757571], [-1.033744, 0.472846, 3.572820], [-6.734630, -1.679049, 1.244137], [-5.924097, -0.425930, 2.114023], [-6.552073, -0.000497, 0.581432], [-4.055546, -1.725123, 1.108306], [-4.889466, -1.868380, -0.338985], [-4.051088, 2.144678, -1.514336], [-3.448208, 2.925955, -0.006843], [-1.568235, 3.904834, -1.308112], [-2.379948, 3.292588, -2.821361], [-3.079058, 4.523482, -1.760740], [-3.145634, 0.063614, 3.316356], [-2.061079, -1.051938, 2.488860], [-0.172084, 0.665274, 2.935649], [-1.277356, 1.414573, 4.066986], [-0.773761, -0.220019, 4.370992], [4.864186, -2.681062, 1.082028], [3.413512, -2.262636, 0.832624], [3.305555, -2.114826, -0.605730], [2.233340, -1.196612, -1.269041], [0.796885, -1.684166, -1.107136], [2.484695, 0.186556, -0.603277], [1.769940, 1.372096, -1.068220], [1.062939, 2.032038, 0.099319], [2.671580, -1.143062, -2.745714], [4.082604, -1.070773, -3.175619], [4.905035, -0.000939, -2.498263], [5.040941, -3.611770, 0.545740], [5.544237, -1.913861, 0.721014], [4.978657, -2.835700, 2.153362], [2.702848, -3.004883, 1.199393], [3.215525, -1.356766, 1.408402], [2.487144, 2.096543, -1.451125], [1.125030, 1.079934, -1.899080], [0.682694, 1.303984, 0.819079], [1.780744, 2.638652, 0.649474], [0.220098, 2.639935, -0.222701], [4.556700, -2.046958, -3.147786], [3.939792, -0.732810, -4.199651], [5.203985, -0.285177, -1.490236], [5.816606, 0.164151, -3.073238], [4.384844, 0.956301, -2.500733]], "atomic_forces_ev_per_a": [[1.47, 4.32, 1.31], [-0.80, -1.37, -1.03], [0.36, 1.00, 1.18], [-0.11, -1.46, -0.51], [0.30, -0.98, -0.13], [-1.65, 2.46, 0.17], [0.35, -2.08, -0.27], [0.55, -0.70, 0.22], [-0.22, 1.02, -0.44], [0.10, 0.22, 0.22], [0.76, -0.78, -0.30], [0.18, -0.36, 0.73], [-0.21, 0.73, 0.11], [0.05, -0.11, -0.45], [0.09, -0.04, 0.00], [-0.21, -0.36, -0.37], [-0.15, 0.44, 0.56], [-0.10, 0.52, -0.42], [-0.08, -0.08, 0.23], [-0.03, -0.42, 0.14], [0.21, -0.31, -0.24], [0.29, 0.09, 0.02], [-0.38, -0.23, -0.10], [-0.01, 0.06, -0.05], [-0.06, 0.08, -0.31], [0.08, -0.24, 0.01], [0.00, 0.04, -0.09], [-0.03, -0.21, -0.17], [-0.99, -0.20, -0.08], [1.22, -0.36, 1.07], [-1.28, 0.24, 0.08], [2.94, 0.35, 0.12], [-1.12, -1.15, -0.39], [-0.56, -0.12, 0.03], [-0.41, 0.58, 0.02], [0.04, -0.31, 0.35], [-1.03, -0.47, 0.46], [0.38, 1.08, -1.07], [-0.01, -0.06, 0.37], [0.23, -0.03, 0.12], [0.05, 0.03, 0.11], [0.27, -0.03, -0.03], [0.04, -0.18, -0.34], [-0.18, 0.36, -0.63], [0.29, -0.41, -0.17], [-0.20, 0.08, 0.14], [-0.09, -0.16, -0.19], [-0.12, 0.14, -0.02], [0.15, 0.11, -0.11], [-0.37, -0.16, 0.16], [0.12, -0.47, -0.14], [-0.06, 0.18, 0.06], [-0.01, -0.23, -0.08], [-0.05, -0.03, 0.13]], "lowdin_charge": [1.42, -0.32, -0.04, -0.24, -0.14, 0.42, -0.28, -0.15, -0.21, -0.05, -0.13, -0.23, -0.05, 0.10, 0.08, 0.10, 0.10, 0.13, 0.13, 0.13, 0.08, 0.09, 0.10, 0.13, 0.09, 0.07, 0.09, 0.10, -0.04, -0.23, -0.15, 0.43, -0.28, -0.15, -0.20, -0.04, -0.13, -0.17, -0.06, 0.09, 0.08, 0.09, 0.11, 0.12, 0.13, 0.12, 0.06, 0.10, 0.07, 0.13, 0.13, 0.08, 0.10, 0.08], "multiplicity": 6, "de_lowest_kj_mol": 0.00, "orbital_gap_ev": [7.991, 6.149], "total_charge": 2}